No. 1
Below is a single C3H8FNO molecule at a distorted geometry, with properties calculated with the ωB97M-V functional and the def2-TZVPD basis.

## Properties
- structure (SMILES) = CO[C@](C)(N)F

Cartesian coordinates (Å):
C: -1.01 0.56 1.63
O: -0.26 -0.43 0.93
C: 0.01 -0.16 -0.36
C: 0.80 -1.31 -0.98
N: 0.49 1.16 -0.59
F: -1.33 -0.14 -1.11
H: -1.84 0.91 1.01
H: -0.38 1.40 1.91
H: -1.40 0.06 2.52
H: 0.28 -2.24 -0.77
H: 0.89 -1.16 -2.05
H: 1.79 -1.34 -0.53
H: 0.66 1.32 -1.57
H: 1.31 1.36 -0.04



No. 2
Below is a molecular structure, C4H6N4 at a distorted geometry, with properties calculated with the ωB97M-V functional and the def2-TZVPD basis.

Cartesian coordinates (Å):
C: 3.95 0.17 0.10
C: 0.57 -0.28 -0.13
C: -0.72 0.42 -0.06
C: -3.90 -0.27 0.20
H: 4.11 1.35 0.65
H: 4.87 -0.36 -0.27
H: 0.48 -1.46 -0.67
H: -0.64 1.55 -0.02
H: -5.02 0.05 -0.46
H: -3.56 -1.38 1.04
N: 2.86 -0.51 -0.20
N: 1.75 0.38 0.09
N: -1.85 -0.22 0.03
N: -2.90 0.57 -0.31



| no. | HOMO energy (eV) | orbital gap (eV) |
| --- | --- | --- |
| 1 | -10.18 | 11.1 |
| 2 | -8.96 | 7.9 |